{
  "formula": "C7H9NO",
  "method": "ωB97M-V/def2-TZVPD",
  "relative_energy_ev": 8.3484,
  "energy_ev": -10934.466,
  "homo_energy_ev": -8.74,
  "elements": ["C", "C", "C", "C", "C", "C", "C", "H", "H", "H", "H", "H", "H", "H", "H", "H", "N", "O"],
  "xyz": [[0.313, -0.049, -0.123], [0.279, 1.334, -0.713], [1.353, 2.074, -0.947], [-0.586, 0.289, 0.965], [-1.471, -0.481, 1.620], [-1.427, -1.813, -0.185], [-0.475, -1.080, -0.909], [2.381, -1.197, -0.575], [1.533, -0.844, 1.362], [-0.806, 2.133, -0.693], [2.268, 1.238, -0.913], [1.146, 3.176, -1.298], [-0.460, 1.549, 1.073], [-2.054, -0.262, 2.519], [-1.750, -2.838, -0.447], [-0.068, -1.111, -2.007], [1.716, -0.438, 0.188], [-1.891, -1.680, 1.080]],
  "lowdin_charge": [-0.672, -0.275, -0.043, -0.105, -0.091, -0.131, 0.005, 0.203, 0.197, 0.193, 0.107, 0.090, 0.172, 0.127, 0.126, 0.146, -0.021, -0.030]
}

=====

{
  "formula": "C30H24AsBr4F9N4O6SSbTa",
  "method": "ωB97M-V/def2-TZVPD",
  "s_squared": 0.769,
  "total_charge": 1,
  "relative_energy_ev": 2.0781,
  "spin_multiplicity": 2,
  "energy_ev": -434133.093,
  "homo_energy_ev": [-10.57, -10.57],
  "elements": ["Ta", "O", "S", "O", "O", "O", "Br", "C", "C", "Br", "C", "Br", "C", "O", "C", "O", "C", "Br", "C", "N", "C", "N", "C", "N", "C", "N", "C", "C", "H", "H", "H", "H", "H", "H", "H", "H", "H", "H", "H", "H", "F", "C", "C", "C", "C", "C", "C", "Sb", "C", "C", "C", "C", "F", "C", "C", "C", "C", "C", "C", "F", "C", "C", "H", "H", "H", "H", "H", "H", "H", "H", "H", "H", "H", "H", "F", "As", "F", "F", "F", "F", "F"],
  "xyz": [[-0.719, -0.359, 0.424], [-1.468, -3.119, -1.860], [-1.767, -1.763, -1.623], [-2.657, -1.027, -2.454], [-2.192, -1.535, -0.104], [-0.430, -0.910, -1.437], [1.538, 4.112, 5.243], [1.235, 3.251, 3.633], [1.942, 3.678, 2.446], [3.145, 5.091, 2.565], [1.738, 3.060, 1.232], [2.627, 3.559, -0.331], [0.810, 1.999, 1.170], [0.500, 1.336, 0.106], [0.080, 1.612, 2.358], [-0.795, 0.665, 2.144], [0.312, 2.216, 3.583], [-0.704, 1.643, 5.040], [2.130, -1.462, -3.057], [3.233, -1.342, -4.009], [4.316, -2.230, -3.571], [4.780, -1.905, -2.220], [3.644, -2.018, -1.309], [2.537, -1.125, -1.683], [3.052, 0.245, -1.702], [4.176, 0.422, -2.619], [3.724, 0.035, -3.963], [5.236, -0.514, -2.215], [1.749, -2.486, -3.072], [1.329, -0.786, -3.364], [5.152, -2.140, -4.266], [3.959, -3.261, -3.586], [3.973, -1.768, -0.297], [3.282, -3.049, -1.312], [3.378, 0.511, -0.692], [2.243, 0.918, -1.999], [4.557, 0.141, -4.660], [2.921, 0.708, -4.273], [5.573, -0.253, -1.209], [6.078, -0.412, -2.902], [-1.209, 6.755, 2.534], [-1.484, 5.689, 1.776], [-1.960, 4.545, 2.388], [-2.213, 3.434, 1.598], [-1.996, 3.472, 0.220], [-1.553, 4.656, -0.368], [-1.290, 5.773, 0.409], [-2.300, 1.704, -0.896], [-4.374, 1.516, -1.100], [-5.102, 1.132, 0.023], [-6.481, 1.026, -0.043], [-7.103, 1.305, -1.246], [-8.432, 1.203, -1.319], [-6.403, 1.685, -2.376], [-5.024, 1.790, -2.298], [-1.355, 2.033, -2.740], [-0.136, 2.707, -2.732], [0.600, 2.844, -3.897], [0.097, 2.292, -5.061], [0.805, 2.412, -6.186], [-1.107, 1.613, -5.099], [-1.833, 1.477, -3.927], [-2.128, 4.534, 3.457], [-2.586, 2.534, 2.079], [-1.410, 4.722, -1.439], [-0.943, 6.700, -0.027], [-4.608, 0.906, 0.962], [-7.073, 0.729, 0.811], [-6.938, 1.895, -3.292], [-4.473, 2.102, -3.176], [0.266, 3.119, -1.817], [1.552, 3.358, -3.912], [-1.455, 1.189, -6.031], [-2.751, 0.909, -3.948], [0.614, -3.204, 0.507], [0.991, -2.587, 2.047], [1.181, -0.918, 1.065], [-0.751, -1.893, 1.971], [1.186, -1.601, 3.411], [0.505, -3.948, 2.888], [2.640, -2.857, 1.873]],
  "lowdin_charge": [1.840, -0.179, 0.426, -0.257, -0.445, -0.446, 0.872, -0.709, -0.713, 0.851, -0.624, 0.918, -0.342, -0.217, -0.372, -0.218, -0.669, 0.882, -0.181, -0.081, -0.165, -0.084, -0.179, -0.098, -0.228, -0.078, -0.167, -0.168, 0.132, 0.113, 0.127, 0.128, 0.118, 0.128, 0.107, 0.089, 0.128, 0.114, 0.126, 0.127, 0.092, -0.267, 0.009, -0.128, -0.345, -0.095, 0.022, 1.658, -0.364, -0.114, 0.014, -0.265, 0.095, 0.019, -0.095, -0.344, -0.146, 0.006, -0.269, 0.094, 0.026, -0.107, 0.130, 0.101, 0.103, 0.132, 0.102, 0.130, 0.131, 0.098, 0.037, 0.129, 0.133, 0.090, -0.180, 0.857, -0.327, -0.315, -0.170, -0.135, -0.149]
}

=====

{
  "formula": "C16H19N3O5S",
  "method": "ωB97M-V/def2-TZVPD",
  "relative_energy_ev": 0.7281,
  "smiles": "CN(C)S(=O)(=O)c1cccc(NC(=O)COC(=O)c2cccn2C)c1",
  "energy_ev": -42443.523,
  "homo_energy_ev": -8.87,
  "elements": ["C", "N", "C", "S", "O", "O", "C", "C", "C", "C", "C", "N", "C", "O", "C", "O", "C", "O", "C", "C", "C", "C", "N", "C", "C", "H", "H", "H", "H", "H", "H", "H", "H", "H", "H", "H", "H", "H", "H", "H", "H", "H", "H", "H"],
  "xyz": [[-2.855, -1.104, 2.185], [-3.694, -0.872, 1.037], [-4.744, 0.099, 1.220], [-2.873, -0.723, -0.411], [-1.927, -1.803, -0.476], [-3.851, -0.608, -1.448], [-1.953, 0.812, -0.288], [-2.498, 1.998, -0.739], [-1.744, 3.158, -0.640], [-0.467, 3.129, -0.105], [0.071, 1.924, 0.343], [1.372, 1.814, 0.833], [2.457, 2.518, 0.387], [2.420, 3.629, -0.076], [3.771, 1.743, 0.556], [3.569, 0.350, 0.702], [2.956, -0.263, -0.360], [2.706, 0.340, -1.380], [2.624, -1.631, -0.039], [3.067, -2.376, 1.053], [2.469, -3.629, 0.965], [1.673, -3.615, -0.163], [1.775, -2.421, -0.771], [1.012, -2.044, -1.932], [-0.691, 0.760, 0.262], [-3.454, -1.538, 2.986], [-2.385, -0.181, 2.550], [-2.087, -1.813, 1.887], [-4.357, 1.074, 1.544], [-5.253, 0.206, 0.266], [-5.449, -0.270, 1.966], [-3.480, 1.992, -1.183], [-2.149, 4.093, -0.993], [0.133, 4.022, -0.059], [1.582, 0.907, 1.234], [4.389, 1.963, -0.321], [4.289, 2.069, 1.460], [3.755, -2.031, 1.798], [2.598, -4.451, 1.640], [1.036, -4.381, -0.559], [-0.051, -2.000, -1.679], [1.343, -1.071, -2.284], [1.156, -2.781, -2.723], [-0.294, -0.193, 0.577]],
  "lowdin_charge": [-0.105, -0.336, -0.104, 0.664, -0.302, -0.276, -0.264, -0.063, -0.048, 0.012, -0.197, 0.143, -0.438, 0.101, -0.064, -0.023, -0.423, 0.119, -0.160, -0.016, -0.068, -0.071, -0.081, 0.004, 0.000, 0.094, 0.091, 0.080, 0.092, 0.082, 0.094, 0.113, 0.111, 0.110, 0.139, 0.143, 0.143, 0.109, 0.095, 0.128, 0.069, 0.085, 0.100, 0.117]
}

=====

{
  "formula": "C6H9N",
  "method": "ωB97M-V/def2-TZVPD",
  "relative_energy_ev": 4.4818,
  "smiles": "C=C=C=C.C1CN1",
  "energy_ev": -7853.678,
  "homo_energy_ev": -8.97,
  "elements": ["C", "C", "C", "C", "H", "H", "H", "H", "C", "C", "N", "H", "H", "H", "H", "H"],
  "xyz": [[2.419, 0.852, 1.363], [1.998, -0.194, 0.688], [1.469, -1.158, 0.038], [0.784, -2.063, -0.623], [2.396, 1.844, 0.911], [2.781, 0.774, 2.386], [0.624, -3.064, -0.230], [0.294, -1.795, -1.557], [-1.421, 0.276, 0.622], [-1.663, 1.298, -0.414], [-1.791, -0.123, -0.736], [-0.406, 0.037, 0.912], [-2.153, 0.162, 1.417], [-0.820, 1.799, -0.881], [-2.562, 1.904, -0.325], [-2.773, -0.384, -0.770]],
  "lowdin_charge": [0.006, -0.139, -0.134, 0.015, 0.060, 0.057, 0.063, 0.059, -0.194, -0.189, -0.027, 0.048, 0.101, 0.094, 0.095, 0.085]
}

=====

{
  "formula": "C3H5O3PS",
  "method": "ωB97M-V/def2-TZVPD",
  "relative_energy_ev": 1.2426,
  "smiles": "O=P(O)=S.CC=C=O",
  "energy_ev": -29458.303,
  "homo_energy_ev": -8.60,
  "elements": ["O", "P", "O", "S", "H", "C", "C", "C", "O", "H", "H", "H", "H"],
  "xyz": [[-0.114, 0.445, -1.822], [-1.502, 0.880, -1.952], [-2.448, -0.268, -1.412], [-2.479, 2.405, -2.732], [-3.364, -0.316, -1.383], [1.685, -1.318, 1.361], [1.401, 0.151, 0.955], [0.200, 0.734, 1.029], [-0.834, 1.220, 1.010], [0.676, -1.732, 1.331], [2.252, -1.691, 0.497], [2.279, -1.375, 2.379], [2.246, 0.866, 0.739]],
  "lowdin_charge": [-0.317, 0.218, -0.180, 0.251, 0.046, -0.102, -0.167, -0.258, 0.151, 0.063, 0.064, 0.108, 0.123]
}

=====

{
  "formula": "C46H39N3O2P2Rh",
  "method": "ωB97M-V/def2-TZVPD",
  "total_charge": 1,
  "relative_energy_ev": 0.0000,
  "energy_ev": -78480.260,
  "homo_energy_ev": [-10.58, -10.45],
  "elements": ["Rh", "O", "C", "C", "C", "C", "C", "C", "C", "N", "N", "C", "O", "C", "C", "C", "C", "C", "C", "H", "H", "H", "H", "H", "H", "H", "H", "H", "H", "C", "N", "C", "P", "C", "C", "C", "C", "C", "C", "C", "C", "C", "C", "C", "C", "C", "C", "C", "C", "C", "C", "P", "C", "C", "C", "C", "C", "C", "C", "C", "C", "C", "C", "C", "H", "H", "H", "H", "H", "H", "H", "H", "H", "H", "H", "H", "H", "H", "H", "H", "H", "H", "H", "H", "H", "H", "H", "H", "H", "H", "H", "H", "H"],
  "xyz": [[-0.970, 0.480, -0.761], [-2.772, -0.176, -1.576], [-3.853, -0.499, -0.950], [-4.648, -1.558, -1.466], [-5.831, -1.909, -0.873], [-6.287, -1.235, 0.273], [-5.537, -0.218, 0.802], [-4.310, 0.163, 0.228], [-3.614, 1.292, 0.741], [-2.480, 1.719, 0.297], [-2.063, 2.945, 0.626], [-0.947, 3.298, 0.045], [-0.300, 2.547, -0.769], [-0.428, 4.661, 0.328], [-1.151, 5.777, -0.074], [-0.631, 7.046, 0.134], [0.604, 7.203, 0.747], [1.322, 6.088, 1.155], [0.811, 4.818, 0.940], [-4.280, -2.057, -2.355], [-6.422, -2.711, -1.295], [-7.233, -1.509, 0.719], [-5.893, 0.319, 1.674], [-4.102, 1.888, 1.509], [-2.118, 5.651, -0.544], [-1.193, 7.915, -0.180], [0.998, 8.197, 0.915], [2.277, 6.204, 1.652], [1.361, 3.946, 1.275], [0.966, -2.623, -0.467], [2.065, -1.830, -0.010], [2.539, -0.844, -0.940], [1.428, 0.662, -0.985], [2.129, 1.660, -2.306], [2.277, 1.061, -3.560], [2.664, 1.816, -4.652], [2.875, 3.181, -4.507], [2.705, 3.785, -3.269], [2.329, 3.033, -2.170], [1.950, 1.343, 0.629], [1.121, 1.143, 1.737], [1.522, 1.529, 3.006], [2.764, 2.121, 3.183], [3.591, 2.334, 2.089], [3.192, 1.944, 0.819], [3.011, -2.402, 0.891], [3.422, -3.728, 0.766], [4.369, -4.247, 1.636], [4.916, -3.454, 2.633], [4.499, -2.138, 2.766], [3.551, -1.612, 1.902], [-0.736, -1.843, -0.282], [-1.355, -2.441, 1.296], [-0.494, -2.494, 2.394], [-0.996, -2.801, 3.647], [-2.353, -3.038, 3.817], [-3.217, -2.956, 2.732], [-2.726, -2.643, 1.475], [-1.538, -2.797, -1.607], [-2.132, -4.040, -1.422], [-2.634, -4.736, -2.513], [-2.540, -4.202, -3.789], [-1.928, -2.970, -3.982], [-1.431, -2.270, -2.897], [0.916, -3.555, 0.094], [1.044, -2.856, -1.537], [2.614, -1.256, -1.959], [3.525, -0.497, -0.636], [2.077, 0.002, -3.683], [2.784, 1.349, -5.621], [3.167, 3.777, -5.362], [2.842, 4.853, -3.164], [2.176, 3.505, -1.209], [0.150, 0.680, 1.599], [0.865, 1.363, 3.850], [3.088, 2.411, 4.174], [4.554, 2.807, 2.228], [3.851, 2.108, -0.026], [3.020, -4.348, -0.025], [4.692, -5.273, 1.517], [5.662, -3.862, 3.301], [4.909, -1.518, 3.553], [3.213, -0.588, 2.015], [0.567, -2.307, 2.259], [-0.328, -2.844, 4.498], [-2.741, -3.285, 4.796], [-4.276, -3.130, 2.867], [-3.401, -2.563, 0.631], [-2.212, -4.467, -0.430], [-3.101, -5.701, -2.364], [-2.946, -4.745, -4.632], [-1.848, -2.549, -4.975], [-0.978, -1.296, -3.036]],
  "lowdin_charge": [0.759, -0.174, -0.354, -0.007, -0.051, -0.068, -0.036, -0.143, -0.035, -0.050, 0.113, -0.424, -0.163, -0.155, -0.021, -0.068, -0.075, -0.066, -0.027, 0.115, 0.115, 0.110, 0.120, 0.142, 0.119, 0.108, 0.107, 0.107, 0.091, -0.277, -0.206, -0.265, 1.050, -0.347, -0.091, -0.067, -0.060, -0.053, -0.081, -0.373, -0.122, -0.065, -0.070, -0.070, -0.099, -0.252, -0.022, -0.072, -0.082, -0.067, -0.017, 1.046, -0.345, -0.077, -0.062, -0.060, -0.056, -0.089, -0.376, -0.077, -0.068, -0.069, -0.064, -0.121, 0.104, 0.101, 0.092, 0.111, 0.097, 0.111, 0.112, 0.114, 0.092, 0.072, 0.114, 0.112, 0.114, 0.115, 0.114, 0.109, 0.107, 0.108, 0.090, 0.098, 0.112, 0.111, 0.112, 0.088, 0.108, 0.111, 0.111, 0.112, 0.087]
}

=====

{
  "formula": "C3H7NO",
  "method": "ωB97M-V/def2-TZVPD",
  "relative_energy_ev": 4.1567,
  "energy_ev": -6758.594,
  "homo_energy_ev": -8.55,
  "elements": ["O", "C", "C", "C", "N", "H", "H", "H", "H", "H", "H", "H"],
  "xyz": [[-1.194, -1.207, -0.815], [-0.644, -0.023, -1.310], [0.567, 0.360, -0.531], [0.481, 0.172, 1.487], [1.049, -0.510, 0.267], [-0.445, -1.661, -0.376], [-1.369, 0.791, -1.182], [-0.384, -0.084, -2.367], [0.921, 1.410, -0.536], [-0.629, 0.062, 1.485], [0.747, 1.224, 1.711], [0.900, -0.535, 2.169]],
  "lowdin_charge": [-0.072, -0.253, -0.211, -0.123, -0.049, 0.079, 0.132, 0.121, 0.126, 0.091, 0.090, 0.069]
}

=====

{
  "formula": "C4H11NO2",
  "method": "ωB97M-V/def2-TZVPD",
  "relative_energy_ev": 1.8130,
  "smiles": "CN(C)CC=O.O",
  "energy_ev": -9910.429,
  "homo_energy_ev": -9.10,
  "elements": ["C", "N", "C", "C", "C", "O", "H", "H", "H", "H", "H", "H", "H", "H", "H", "O", "H", "H"],
  "xyz": [[0.401, 1.064, 1.047], [0.363, -0.396, 1.164], [1.334, -0.880, 2.141], [0.512, -0.989, -0.158], [-0.872, -1.292, -0.684], [-1.312, -0.849, -1.713], [1.166, 1.406, 0.351], [-0.585, 1.377, 0.674], [0.454, 1.549, 2.022], [1.116, -0.360, 3.071], [2.367, -0.655, 1.858], [1.187, -1.940, 2.319], [1.056, -1.932, -0.095], [1.010, -0.372, -0.913], [-1.500, -1.961, -0.065], [-0.528, 2.688, -1.751], [-0.899, 2.647, -2.637], [-0.639, 1.774, -1.455]],
  "lowdin_charge": [-0.091, -0.270, -0.100, -0.187, -0.247, 0.048, 0.087, 0.084, 0.087, 0.079, 0.088, 0.081, 0.124, 0.122, 0.126, -0.064, 0.038, -0.006]
}

=====

Question: Which formula does entry 2 have?
Answer: C30H24AsBr4F9N4O6SSbTa